Record 1
Below is a structure of composition C34H37F21MgO18Zr, with properties calculated with wB97M-V/def2-TZVPD.

The calculation puts the total energy at -136478.938 eV. The highest occupied orbital energy (alpha / beta) is -16.0440 / -16.0440 eV. Its spin multiplicity is 2. As for the orbital gap (alpha / beta): 4.51 / 4.74 eV. Its total charge is +3.

```
112
C34H37F21MgO18Zr | OMol25 | wB97M-V/def2-TZVPD
Zr 32.189 -4.702 -1.926
Mg 27.198 -7.860 3.663
F 28.859 -9.139 8.979
F 28.935 -3.551 3.188
F 39.487 -5.483 2.746
F 30.967 0.235 0.186
F 29.038 -10.241 7.045
F 27.926 -3.359 5.204
F 27.171 -2.132 3.532
F 38.597 -4.767 0.890
F 21.303 -11.752 -1.746
F 28.832 -11.774 4.795
F 30.210 -11.439 3.230
F 34.952 -3.525 1.784
F 27.052 -9.691 7.835
F 29.094 0.396 1.378
F 23.153 -11.805 -0.664
F 21.095 -12.038 0.257
F 32.908 -2.818 2.150
F 38.818 -6.870 1.148
F 34.554 -1.386 2.195
F 28.877 -13.158 3.176
F 30.849 -0.490 2.153
O 23.023 -9.223 -0.200
O 27.792 -9.781 3.185
O 26.832 -5.622 4.055
O 28.318 -1.932 0.338
O 27.177 -7.394 1.771
O 33.269 -3.105 -0.533
O 28.983 -6.962 7.704
O 29.076 -7.409 3.521
O 32.043 -5.505 0.343
O 27.408 -11.526 1.731
O 30.470 -2.792 0.453
O 29.934 -5.534 -1.485
O 34.413 -1.131 -0.322
O 36.779 -5.154 3.332
O 36.353 -6.857 1.971
O 20.797 -9.205 -0.542
O 25.962 -4.196 2.504
O 27.886 -7.793 5.920
C 29.703 -5.999 -0.277
C 23.763 -5.171 2.860
C 26.828 -4.542 3.475
C 34.816 -7.745 3.575
C 38.539 -5.774 1.801
C 29.702 -1.822 0.658
C 34.988 -6.950 2.302
C 28.313 -9.312 7.745
C 30.863 -5.978 0.723
C 34.080 -2.518 1.650
C 28.246 -6.942 1.331
C 27.724 -3.371 3.842
C 29.455 -6.965 2.411
C 33.892 -2.295 0.125
C 26.476 -2.644 -0.971
C 21.866 -9.845 -0.455
C 30.581 -5.836 6.354
C 29.266 -5.753 7.099
C 23.219 -7.809 -0.114
C 28.980 -11.851 3.465
C 21.907 -11.425 -0.640
C 26.243 -11.569 -0.344
C 24.692 -7.489 -0.375
C 30.126 -0.397 1.113
C 28.008 -10.910 2.780
C 34.210 -0.721 -1.682
C 30.750 -6.454 2.016
C 34.576 0.746 -1.888
C 26.700 -10.696 0.811
C 27.733 -3.110 -0.281
C 37.131 -5.915 2.459
C 25.032 -5.089 2.031
C 28.462 -6.400 0.037
C 28.334 -7.975 7.047
H 22.900 -7.453 0.865
H 30.551 -6.549 5.530
H 35.321 -8.711 3.588
H 23.111 -5.948 2.462
H 24.773 -6.408 -0.264
H 31.513 -5.863 6.918
H 35.607 0.893 -1.567
H 34.443 0.984 -2.944
H 33.138 -0.826 -1.844
H 35.133 -7.076 4.374
H 34.675 -1.355 -2.437
H 33.781 -8.089 3.556
H 25.684 -12.433 0.014
H 27.140 -11.882 -0.878
H 30.661 -4.872 5.852
H 33.931 1.293 -1.200
H 34.679 -5.905 2.271
H 28.366 -3.533 -1.061
H 23.180 -4.251 2.826
H 25.961 -3.435 -1.518
H 27.679 -6.400 -0.706
H 23.950 -5.516 3.877
H 25.581 -10.950 -0.949
H 27.229 -9.792 0.509
H 25.840 -10.289 1.344
H 26.701 -1.788 -1.606
H 25.031 -7.834 -1.352
H 25.636 -2.319 -0.358
H 34.438 -7.392 1.471
H 29.343 -5.004 7.888
H 24.672 -4.769 1.053
H 31.453 -6.419 2.835
H 25.262 -8.020 0.389
H 27.452 -3.813 0.504
H 28.375 -5.480 6.533
H 22.667 -7.286 -0.895
H 25.283 -6.149 1.995
```


Record 2
Below is a structure of composition C29H25AuCl2N3O2S3, with properties calculated with wB97M-V/def2-TZVPD.

The calculation puts the total energy at -100288.740 eV. The highest occupied orbital energy is -4.1904 eV. Its spin multiplicity is 1. As for the orbital gap: 6.50 eV. Its total charge is -1.

```
65
C29H25AuCl2N3O2S3 | OMol25 | wB97M-V/def2-TZVPD
Au -0.428 0.194 1.263
Cl -4.129 -0.474 0.485
Cl -6.828 -0.880 1.591
S 2.138 -3.174 -1.451
S 2.645 2.096 -2.495
S 4.321 -0.305 0.435
O -0.014 -1.939 3.409
O 1.689 -0.577 0.067
N 0.200 -3.932 2.361
N -0.750 -2.052 1.243
N -1.373 -2.225 -0.944
C 1.781 -1.612 -2.082
C -0.187 -2.573 2.392
C 1.484 -3.957 -2.831
C 1.172 -1.709 -3.298
C -3.067 5.026 1.815
C -1.884 4.349 1.415
C -4.075 4.369 2.458
C 0.302 1.243 -2.050
C -3.942 2.991 2.747
C 0.965 -4.442 3.489
C -0.580 2.231 1.277
C 0.328 4.361 0.476
C 0.142 2.512 -2.670
C 2.136 -0.406 -1.202
C 0.442 2.976 0.725
C -0.818 5.036 0.787
C -2.819 2.313 2.359
C 1.335 3.090 -2.972
C 5.926 -0.247 -0.173
C 1.599 0.864 -1.884
C -5.698 0.250 0.807
C 4.653 -0.329 -2.100
C 5.959 -0.267 -1.535
C 0.999 -3.060 -3.732
C -0.042 -4.706 1.281
C -0.909 -2.810 0.180
C -0.631 -4.211 0.180
C -1.757 2.955 1.668
C 3.674 -0.345 -1.151
H 1.364 2.478 0.444
H 1.520 4.051 -3.423
H 0.863 -0.842 -3.865
H -4.726 2.485 3.301
H -0.532 0.666 -1.690
H -1.135 -2.673 -1.816
H 0.276 -5.738 1.355
H 4.448 -0.361 -3.162
H 6.766 -0.205 0.502
H -5.548 1.095 1.468
H -0.818 2.974 -2.852
H 1.155 4.885 0.009
H 6.866 -0.246 -2.125
H -1.288 -1.218 -0.942
H -2.689 1.262 2.588
H -6.139 0.556 -0.133
H -3.145 6.090 1.616
H 0.784 -5.511 3.591
H 0.647 -3.921 4.386
H -0.924 6.094 0.571
H 1.493 -5.033 -2.904
H -4.967 4.904 2.765
H -0.815 -4.821 -0.690
H 0.552 -3.339 -4.677
H 2.031 -4.260 3.343
```


Record 3
Below is a structure of composition C13H11AsCl2CoF6N2O6, with properties calculated with wB97M-V/def2-TZVPD.

The calculation puts the total energy at -168736.264 eV. The highest occupied orbital energy is -6.3927 eV. Its spin multiplicity is 1. As for the orbital gap: 8.35 eV. Its total charge is -1.

```
42
C13H11AsCl2CoF6N2O6 | OMol25 | wB97M-V/def2-TZVPD
As 1.082 -3.309 -1.606
Co 0.009 -0.192 0.211
Cl -3.268 5.454 -2.235
Cl -2.396 -1.125 0.971
F 0.363 -4.302 -0.401
F 1.684 -4.659 -2.491
F 0.452 -1.853 -0.683
F 2.519 -3.192 -0.659
F -0.399 -3.291 -2.490
F 1.750 -2.179 -2.738
O 1.745 -0.028 0.892
O -0.291 1.322 1.225
O -1.197 -1.421 1.735
O -1.867 -0.389 -0.234
O -3.262 -0.258 1.688
O -3.056 -2.296 0.538
N 1.929 1.053 1.552
N 0.875 1.739 1.694
C -0.458 1.958 -1.602
C -0.120 3.243 -1.173
C 0.895 5.434 3.653
C -0.278 3.719 2.436
C 2.080 3.462 2.941
C 0.459 0.816 -1.374
C -2.186 4.107 -1.991
C 0.901 2.993 2.375
C -1.686 1.785 -2.243
C -0.973 4.318 -1.359
C -2.551 2.849 -2.438
C -0.270 4.946 3.082
C 2.065 4.689 3.581
H -1.185 5.521 3.134
H 2.982 2.874 2.876
H 1.496 1.142 -1.279
H -1.971 0.796 -2.577
H 0.893 6.393 4.155
H 0.832 3.403 -0.679
H -1.172 3.319 1.981
H -3.504 2.705 -2.929
H 2.976 5.065 4.026
H 0.408 0.067 -2.165
H -0.703 5.310 -1.021
```